C7H15F2O3Y as an isolated structure at a distorted geometry. Source: the Open Molecules 2025 dataset; level of theory: ωB97M-V with the def2-TZVPD basis set.

## Properties
Molar mass, g mol⁻¹: 274.10
Net charge: +2
Maximum force, eV Å⁻¹: 2.40
Lowest unoccupied orbital energy, hartree: -0.3194

Cartesian coordinates (Å):
Y 0.13 -0.44 -1.84
C 2.81 -1.41 0.24
O 1.76 -0.43 0.01
C 1.75 0.70 0.91
C 1.36 1.92 0.14
O 0.14 1.67 -0.59
C -1.09 2.14 0.01
C -2.19 1.37 -0.64
O -1.97 -0.05 -0.51
C -2.49 -0.64 0.71
H 3.70 -0.90 0.58
H 3.01 -1.91 -0.71
H 2.47 -2.13 0.97
H 2.75 0.86 1.32
H 1.07 0.49 1.73
H 2.12 2.17 -0.59
H 1.24 2.77 0.81
H -1.21 3.20 -0.21
H -1.06 1.99 1.09
H -2.21 1.57 -1.71
H -3.15 1.66 -0.23
H -3.53 -0.34 0.82
H -1.91 -0.33 1.57
H -2.44 -1.72 0.58
F 0.70 -3.53 -1.78
C -0.19 -2.72 -1.12
F -1.47 -3.06 -1.50
H -0.10 -2.90 -0.05

Mulliken population analysis, charges in e, atoms 1 to 8:
1 Y 1.723
2 C -0.799
3 O -0.200
4 C -0.309
5 C -0.722
6 O -0.265
7 C -0.193
8 C -0.876

=====

A 3-piece molecular cluster, C7H15IN overall at a distorted geometry. Source: the Open Molecules 2025 dataset; level of theory: ωB97M-V with the def2-TZVPD basis set.

## Properties
Molar mass, g mol⁻¹: 240.11
Net charge: +1
Maximum force, eV Å⁻¹: 5.43
Lowest unoccupied orbital energy (spin up / spin down), hartree: -0.2776 / -0.2777

Cartesian coordinates (Å):
C 1.01 -3.06 0.98
C 2.97 -0.17 0.31
C -0.16 -3.00 0.71
C 1.90 1.33 -1.34
C 2.18 2.05 1.03
C -1.98 -4.19 -0.09
C 2.78 1.16 -0.11
N -1.51 -3.04 0.57
I -6.05 1.57 -0.17
H 2.70 -1.01 -0.29
H 2.05 -3.01 1.02
H 3.16 -0.43 1.33
H 2.54 1.09 -2.16
H 1.71 2.31 -1.51
H 0.93 0.75 -1.36
H 2.46 3.08 0.88
H 2.68 1.76 1.97
H 1.07 2.05 1.16
H -3.04 -3.98 0.20
H -1.71 -4.25 -1.12
H -1.56 -5.04 0.43
H 3.76 1.53 -0.33
H -1.87 -2.12 0.67
H -5.27 0.08 -0.29

Mulliken population analysis, charges in e, atoms 1 to 8:
1 C -0.634
2 C -0.381
3 C 0.024
4 C -1.489
5 C -1.293
6 C -0.762
7 C 0.838
8 N -0.206

=====

Values of energy above the lowest of the compared OMol25 structures with the same formula, charge and spin, in order: 1.180, 5.633, all in eV.
Values of DFT total energy, in order: -20104.952, -17079.624, all in eV.